No. 1
Below is a gas-phase ion, C3H10NOSi (charge +1) at a distorted geometry, with properties calculated with ωB97M-V/def2-TZVPD.

Last columns: bonded neighbours and bond lengths (Å).
Element x y z (Å)
1 C 0.31887 -1.21470 1.25345  C2 1.535, N4 1.450, H7 1.074, H8 1.124
2 C 1.47805 -1.15807 0.24943  C1 1.535, O5 1.373, H9 1.086, H10 1.114
3 C 0.21861 0.64835 -0.22966  N4 1.546, O5 1.424, Si6 2.240, H11 1.118
4 N -0.60012 -0.20383 0.76704  C1 1.450, C3 1.546, H12 1.004, H13 1.040
5 O 1.00878 -0.39497 -0.79096  C2 1.373, C3 1.424
6 Si -0.89606 2.30224 -1.24897  C3 2.240, H14 1.558, H15 1.507, H16 1.492
7 H -0.27543 -2.09262 1.42545  C1 1.074
8 H 0.81776 -1.13486 2.25739  C1 1.124
9 H 2.39941 -0.74684 0.65129  C2 1.086
10 H 1.79574 -2.17114 -0.08666  C2 1.114
11 H 0.86310 1.25573 0.45324  C3 1.118
12 H -1.35748 -0.62851 0.26367  N4 1.004
13 H -1.02943 0.34803 1.53655  N4 1.040
14 H -1.90491 1.97897 -2.39166  Si6 1.558
15 H 0.05529 3.37667 -1.70793  Si6 1.507
16 H -1.44505 2.66365 0.09009  Si6 1.492

Its expectation value of S² is 2.00. As for the frontier orbital gap (spin up / spin down): 5.254 / 6.460 eV. The net charge is +1. The HOMO energy (spin up / spin down) comes out at -8.95 / -15.14 eV. As for the LUMO energy (spin up / spin down): -3.7 / -8.7 eV. As for the multiplicity: 3.

Here are the natural (NBO) charges for atoms 1 to 5, given in e:
1. C -0.295
2. C -0.100
3. C 0.284
4. N -0.577
5. O -0.452


No. 2
Below is 2 unconnected molecules or ions with the total composition C3H10NS, with properties calculated with ωB97M-V/def2-TZVPD.

Last columns: bonded neighbours and bond lengths (Å).
Element x y z (Å)
1 C 1.87808 -0.01327 1.22920  S2 1.831, H3 1.095, H4 1.093, H5 1.098
2 S 1.24977 -1.36594 0.16750  C1 1.831
3 H 1.67928 -0.20206 2.28890  C1 1.095
4 H 2.95784 0.11372 1.11316  C1 1.093
5 H 1.41295 0.94604 0.96600  C1 1.098
6 C -0.80786 1.23076 -1.56182  N7 1.458, H9 1.091, H10 1.097, H11 1.094
7 N -1.58170 0.27517 -0.77794  C6 1.458, C8 1.459, H12 1.027
8 C -1.83665 0.79937 0.55986  N7 1.459, H13 1.096, H14 1.091, H15 1.100
9 H -1.35584 2.17166 -1.63656  C6 1.091
10 H 0.18145 1.43062 -1.13116  C6 1.097
11 H -0.65363 0.82409 -2.56578  C6 1.094
12 H -0.95621 -0.52611 -0.63485  N7 1.027
13 H -0.91646 0.99282 1.12318  C8 1.096
14 H -2.41075 0.06437 1.12680  C8 1.091
15 H -2.41118 1.73387 0.48009  C8 1.100

As for the frontier orbital gap: 6.643 eV. The net charge is -1. The HOMO energy comes out at -2.41 eV. The calculation puts the energy above the lowest of the compared OMol25 structures with the same formula, charge and spin at 83.60 kJ/mol. As for the LUMO energy: 4.2 eV.

Here are the natural (NBO) charges for atoms 1 to 5, given in e:
1. C -0.736
2. S -0.731
3. H 0.171
4. H 0.173
5. H 0.164


No. 3
Below is 2 unconnected molecules or ions with the total composition C3H10NS at a distorted geometry, with properties calculated with ωB97M-V/def2-TZVPD.

Last columns: bonded neighbours and bond lengths (Å).
Element x y z (Å)
1 C -1.28386 -1.97473 1.78936  S2 1.855, H3 1.151, H4 1.037, H5 1.113
2 S -2.04612 -1.35873 0.21386  C1 1.855
3 H -1.04763 -1.07666 2.46966  C1 1.151
4 H -2.02733 -2.47210 2.31327  C1 1.037
5 H -0.42066 -2.66804 1.67809  C1 1.113
6 C 1.86720 0.86928 -0.54683  C7 1.611, H9 1.135, H10 1.064, H11 1.126
7 C 0.26388 0.71638 -0.51595  C6 1.611, N8 1.511, H12 1.114, H13 1.054
8 N -0.32985 1.64260 -1.55143  C7 1.511, H14 1.052, H15 1.072
9 H 2.34815 1.41868 -1.41578  C6 1.135
10 H 2.11176 1.53250 0.24870  C6 1.064
11 H 2.30937 -0.16239 -0.63985  C6 1.126
12 H -0.07710 -0.32977 -0.68990  C7 1.114
13 H 0.04119 0.75698 0.51302  C7 1.054
14 H -0.34301 1.33990 -2.55864  N8 1.052
15 H -1.36599 1.76610 -1.30756  N8 1.072

As for the frontier orbital gap: 6.261 eV. The net charge is -1. The HOMO energy comes out at -2.18 eV. The calculation puts the energy above the lowest of the compared OMol25 structures with the same formula, charge and spin at 196.34 kJ/mol. As for the LUMO energy: 4.1 eV.

Here are the natural (NBO) charges for atoms 1 to 5, given in e:
1. C -0.731
2. S -0.736
3. H 0.162
4. H 0.177
5. H 0.168


No. 4
Below is 2 unconnected molecules or ions with the total composition C3H10NS at a distorted geometry, with properties calculated with ωB97M-V/def2-TZVPD.

Last columns: bonded neighbours and bond lengths (Å).
Element x y z (Å)
1 C 1.95922 -1.73136 -1.07224  N2 1.365, H3 1.072, H4 1.087
2 N 1.50652 -0.62714 -1.73484  C1 1.365, H5 1.020, H6 1.005
3 H 2.79857 -2.33686 -1.35194  C1 1.072
4 H 1.30979 -2.12502 -0.29425  C1 1.087
5 H 1.20953 0.25954 -1.32738  N2 1.020
6 H 1.66509 -0.49209 -2.71807  N2 1.005
7 C -1.21815 0.13948 1.60809  C8 1.528, H10 1.099, H11 1.083, H12 1.089
8 C -1.54995 0.94381 0.35199  C7 1.528, S9 1.831, H13 1.082, H14 1.084
9 S -0.07246 1.79080 -0.31969  C8 1.831, H15 1.333
10 H -2.09560 -0.50454 1.76165  C7 1.099
11 H -0.35555 -0.51323 1.55237  C7 1.083
12 H -1.23631 0.77462 2.49227  C7 1.089
13 H -2.21903 1.74923 0.62516  C8 1.082
14 H -2.06319 0.35125 -0.39718  C8 1.084
15 H 0.36152 2.32150 0.82405  S9 1.333

Its expectation value of S² is 0.75. As for the frontier orbital gap (spin up / spin down): 7.181 / 10.095 eV. The HOMO energy (spin up / spin down) comes out at -6.32 / -9.24 eV. The calculation puts the energy above the lowest of the compared OMol25 structures with the same formula, charge and spin at 83.99 kJ/mol. As for the LUMO energy (spin up / spin down): 0.9 / 0.9 eV. As for the multiplicity: 2.

Here are the natural (NBO) charges for atoms 1 to 5, given in e:
1. C -0.258
2. N -0.843
3. H 0.164
4. H 0.147
5. H 0.393


No. 5
Below is 2 unconnected molecules or ions with the total composition C3H10NS at a distorted geometry, with properties calculated with ωB97M-V/def2-TZVPD.

Last columns: bonded neighbours and bond lengths (Å).
Element x y z (Å)
1 C -1.23361 0.93446 -0.49571  C3 1.516, H6 1.150, H7 1.175, H8 1.064
2 C 2.29224 0.25118 0.67099  S5 1.940, H9 1.166, H10 1.027, H14 1.172
3 C -1.37809 -0.57365 -0.44077  C1 1.516, N4 1.310, H11 1.046
4 N -1.72385 -1.17149 0.67197  C3 1.310, H13 1.023, H15 1.032
5 S 1.16215 -0.93211 -0.37176  C2 1.940, H12 1.305
6 H -0.33146 1.34925 -1.07660  C1 1.150
7 H -1.12261 1.26662 0.62555  C1 1.175
8 H -2.21124 1.24038 -0.78266  C1 1.064
9 H 2.07046 1.18219 0.00565  C2 1.166
10 H 3.24292 -0.13650 0.66832  C2 1.027
11 H -1.47164 -1.15797 -1.30290  C3 1.046
12 H 1.19533 -2.14334 0.11329  S5 1.305
13 H -1.86306 -0.70689 1.57233  N4 1.023
14 H 1.70832 0.50047 1.65607  C2 1.172
15 H -1.95017 -2.16652 0.51980  N4 1.032

As for the frontier orbital gap: 9.085 eV. The net charge is +1. The HOMO energy comes out at -13.43 eV. The calculation puts the energy above the lowest of the compared OMol25 structures with the same formula, charge and spin at 181.77 kJ/mol. As for the LUMO energy: -4.3 eV.

Here are the natural (NBO) charges for atoms 1 to 5, given in e:
1. C -0.686
2. C -0.623
3. C 0.314
4. N -0.672
5. S -0.054


No. 6
Below is 2 unconnected molecules or ions with the total composition C3H10NS2, with properties calculated with ωB97M-V/def2-TZVPD.

Last columns: bonded neighbours and bond lengths (Å).
Element x y z (Å)
1 C 1.88946 1.99997 0.23192  C2 1.510, H5 1.088, H6 1.091, H7 1.093
2 C 1.32472 0.64168 0.57504  C1 1.510, S3 1.834, H8 1.092, H9 1.089
3 S 0.75272 -0.17338 -0.96462  C2 1.834, S4 2.101
4 S 1.17318 -2.16580 -0.44820  S3 2.101, H10 1.337
5 H 1.19366 2.65333 -0.28985  C1 1.088
6 H 2.80063 1.88104 -0.35555  C1 1.091
7 H 2.21351 2.51457 1.14036  C1 1.093
8 H 0.44739 0.68768 1.22375  C2 1.092
9 H 2.02995 -0.02855 1.06403  C2 1.089
10 H 0.49653 -2.69189 -1.47481  S4 1.337
11 C -2.76397 -0.93442 -0.67958  N12 1.373, H13 1.076, H14 1.076
12 N -2.00006 -0.76767 0.44897  C11 1.373, H15 1.012, H16 1.003
13 H -3.83475 -0.93972 -0.57782  C11 1.076
14 H -2.28074 -1.11220 -1.62436  C11 1.076
15 H -0.99050 -0.77644 0.38601  N12 1.012
16 H -2.45174 -0.78821 1.34471  N12 1.003

Its expectation value of S² is 0.75. As for the frontier orbital gap (spin up / spin down): 6.129 / 8.732 eV. The HOMO energy (spin up / spin down) comes out at -5.73 / -8.35 eV. The calculation puts the energy above the lowest of the compared OMol25 structures with the same formula, charge and spin at 9.35 kJ/mol. As for the LUMO energy (spin up / spin down): 0.4 / 0.4 eV. As for the multiplicity: 2.

Here are the natural (NBO) charges for atoms 1 to 5, given in e:
1. C -0.624
2. C -0.508
3. S 0.070
4. S -0.157
5. H 0.220


No. 7
Below is 2 unconnected molecules or ions with the total composition C3H10NS3 at a distorted geometry, with properties calculated with ωB97M-V/def2-TZVPD.

Last columns: bonded neighbours and bond lengths (Å).
Element x y z (Å)
1 C -0.44458 -1.76592 -0.60806  C3 1.527, H8 1.060, H9 1.035, H10 1.075
2 C 0.22281 0.17108 1.99445  H11 1.111, H12 1.069, H13 1.054
3 C -0.57320 -0.24613 -0.69118  C1 1.527, N4 1.461, S5 1.774, H14 1.136
4 N 0.48490 0.50502 -0.01984  C3 1.461, S6 1.789, S7 1.844
5 S -2.21478 0.31938 -0.32849  C3 1.774, H15 1.386
6 S 2.17384 0.02768 -0.36626  N4 1.789, H16 1.425
7 S 0.00824 2.28122 -0.14943  N4 1.844, H17 1.330
8 H -1.10974 -2.24517 -1.27944  C1 1.060
9 H -0.80952 -2.18343 0.26631  C1 1.035
10 H 0.59157 -1.98981 -0.78870  C1 1.075
11 H -0.20072 1.16660 2.24510  C2 1.111
12 H -0.41479 -0.68672 1.97974  C2 1.069
13 H 1.19219 -0.05694 2.34104  C2 1.054
14 H -0.48333 -0.12511 -1.81757  C3 1.136
15 H -2.11710 1.16615 -1.42115  S5 1.386
16 H 2.39053 1.09102 -1.29039  S6 1.425
17 H 1.30367 2.57109 -0.06614  S7 1.330

As for the frontier orbital gap: 8.730 eV. The net charge is +1. The HOMO energy comes out at -13.67 eV. The calculation puts the energy above the lowest of the compared OMol25 structures with the same formula, charge and spin at 248.14 kJ/mol. As for the LUMO energy: -4.9 eV.

Here are the natural (NBO) charges for atoms 1 to 5, given in e:
1. C -0.634
2. C -0.189
3. C -0.254
4. N -0.596
5. S 0.075